a) This record from the OMol25 dataset describes 3 unconnected molecules or ions with the total composition C2H2FNO. The level of theory is ωB97M-V/def2-TZVPD.

XYZ file:
```
7
C2H2FNO, DFT ωB97M-V/def2-TZVPD
C 0.66 -1.02 1.14
C -1.46 0.20 -1.61
N -0.42 -1.15 1.55
O -0.46 0.75 -1.45
F 1.03 -0.10 -1.61
H 1.50 -0.74 0.66
H -1.82 -0.62 -2.08
```

Output
- lowest unoccupied orbital energy (spin up / spin down) (eV) = -1.16 / -1.26
- frontier orbital gap (spin up / spin down) (Ha) = 0.3667 / 0.3228

b) This record from the OMol25 dataset describes a single C2H2FNO molecule. The level of theory is ωB97M-V/def2-TZVPD.

XYZ file:
```
7
C2H2FNO, DFT ωB97M-V/def2-TZVPD
F -1.24 0.80 2.85
O -1.01 -0.26 1.97
C -0.05 0.28 0.82
C -0.54 0.14 -0.52
N -0.55 1.32 -0.07
H 0.96 0.21 1.17
H -0.77 -0.47 -1.35
```

Output
- lowest unoccupied orbital energy (eV) = 0.52
- frontier orbital gap (Ha) = 0.4220

Most stable to least stable, the ends of the list are a) and b).

a) This record from the OMol25 dataset describes a single C2H6ClN molecule. The level of theory is ωB97M-V/def2-TZVPD.

XYZ file:
```
10
C2H6ClN, DFT ωB97M-V/def2-TZVPD
C 0.46 0.81 0.71
N -0.56 0.78 -0.27
C -0.49 -0.52 -0.92
Cl -0.28 1.89 -1.54
H 0.69 1.86 0.92
H 0.10 0.25 1.59
H 1.36 0.20 0.43
H 0.58 -0.79 -1.37
H -0.61 -1.23 -0.12
H -1.22 -0.65 -1.73
```

Output
- lowest unoccupied orbital energy (eV) = 1.03
- frontier orbital gap (Ha) = 0.3794

b) This record from the OMol25 dataset describes a molecular structure, C2H6ClN. The level of theory is ωB97M-V/def2-TZVPD.

XYZ file:
```
10
C2H6ClN, DFT ωB97M-V/def2-TZVPD
C -0.54 0.01 0.28
C 0.25 -1.26 -0.07
H -0.32 1.86 -1.43
H 0.70 2.21 0.29
H -1.48 0.11 -0.30
H -0.70 0.22 1.57
H -0.53 -2.04 -0.43
H 1.16 -0.79 -0.99
N 0.35 1.18 -0.54
Cl 1.11 -1.51 1.61
```

Output
- lowest unoccupied orbital energy (eV) = 0.66
- frontier orbital gap (Ha) = 0.3821

c) This record from the OMol25 dataset describes a single C2H6ClN molecule. The level of theory is ωB97M-V/def2-TZVPD.

XYZ file:
```
10
C2H6ClN, DFT ωB97M-V/def2-TZVPD
N 1.22 -0.72 -0.35
C 0.37 0.23 0.38
C -0.88 0.68 -0.40
Cl -2.13 -0.55 0.02
H 1.78 -1.34 0.31
H 0.59 -1.53 -0.54
H 1.01 1.12 0.67
H 0.11 -0.15 1.38
H -1.30 1.58 -0.02
H -0.77 0.67 -1.45
```

Output
- lowest unoccupied orbital energy (eV) = 1.08
- frontier orbital gap (Ha) = 0.4047

Most stable to least stable, the ends of the list are c) and b).

a) This record from the OMol25 dataset describes a molecular structure, C30H42As2BMoN4O3S. The level of theory is ωB97M-V/def2-TZVPD.

XYZ file:
```
84
C30H42As2BMoN4O3S, DFT ωB97M-V/def2-TZVPD
Mo -0.35 -0.25 -0.34
C -5.42 3.24 -0.22
C -4.12 3.20 0.57
N -2.95 2.96 -0.28
C -2.51 1.72 -0.56
S -1.23 1.56 -1.80
N -3.05 0.69 0.07
N -2.36 -0.45 -0.31
C -2.99 -1.44 -0.85
C -4.45 -1.64 -0.73
C -2.13 -2.18 -1.81
C -2.56 -3.27 -2.54
C -1.79 -3.72 -3.60
C -0.63 -3.04 -3.92
C -0.23 -1.98 -3.12
N -0.95 -1.58 -2.06
H -6.25 3.53 0.43
H -5.37 3.96 -1.04
H -5.65 2.26 -0.64
H -3.96 4.15 1.09
H -4.14 2.41 1.31
H -2.73 3.65 -0.99
H -4.94 -0.69 -0.54
H -4.88 -2.10 -1.62
H -4.65 -2.30 0.12
H -3.50 -3.75 -2.28
H -2.10 -4.58 -4.18
H -0.02 -3.33 -4.76
H 0.69 -1.44 -3.30
C -0.35 4.71 0.27
As 0.47 3.10 1.01
C 0.83 3.79 2.80
C 2.27 3.33 0.27
C 2.93 4.56 0.41
C 4.24 4.73 0.02
C 4.95 3.66 -0.51
C 4.31 2.45 -0.68
C 2.96 2.28 -0.31
As 2.22 0.49 -0.68
C 3.50 -0.55 0.36
C 2.82 0.25 -2.51
H 0.08 5.61 0.71
H -1.42 4.70 0.50
H -0.22 4.73 -0.80
H 1.36 4.74 2.76
H 1.43 3.07 3.36
H -0.12 3.93 3.32
H 2.40 5.40 0.85
H 4.73 5.69 0.15
H 5.99 3.76 -0.80
H 4.87 1.62 -1.10
H 4.19 -1.06 -0.31
H 2.97 -1.30 0.95
H 4.05 0.12 1.02
H 3.83 0.62 -2.64
H 2.15 0.80 -3.17
H 2.78 -0.81 -2.74
O -0.03 -3.43 0.15
B 0.57 -2.26 -0.34
O 1.76 -2.58 -1.02
C 1.85 -3.97 -0.97
C 2.82 -4.77 -1.52
C 2.66 -6.15 -1.32
C 1.58 -6.66 -0.61
C 0.60 -5.82 -0.06
C 0.78 -4.47 -0.27
H 3.66 -4.36 -2.06
H 3.40 -6.83 -1.73
H 1.49 -7.73 -0.47
H -0.24 -6.20 0.50
C -0.89 -1.70 3.02
C -0.36 -0.29 2.88
C -1.39 0.74 3.31
C 0.95 -0.11 3.61
O -0.08 -0.04 1.46
H -1.15 -1.89 4.06
H -0.14 -2.43 2.71
H -1.78 -1.84 2.40
H -1.58 0.63 4.38
H -2.33 0.60 2.77
H -1.02 1.75 3.12
H 0.84 -0.41 4.66
H 1.28 0.93 3.58
H 1.73 -0.73 3.16
```

Output
- total charge = +1
- lowest unoccupied orbital energy (spin up / spin down) (eV) = -3.22 / -3.77
- frontier orbital gap (spin up / spin down) (Ha) = 0.2552 / 0.2496
- spin multiplicity = 3
- <S²> = 2.030

b) This record from the OMol25 dataset describes a molecular structure, C30H42As2BMoN4O3S. The level of theory is ωB97M-V/def2-TZVPD.

XYZ file:
```
84
C30H42As2BMoN4O3S, DFT ωB97M-V/def2-TZVPD
Mo -0.08 0.00 0.52
C -4.47 4.00 -0.11
C -3.94 3.87 1.31
N -2.50 3.63 1.36
C -1.96 2.40 1.32
S -0.23 2.25 1.64
N -2.71 1.37 1.06
N -2.01 0.19 1.16
C -2.65 -0.80 1.72
C -4.10 -0.70 2.05
C -1.80 -1.92 2.04
C -2.22 -3.08 2.70
C -1.31 -4.07 2.98
C 0.02 -3.89 2.60
C 0.37 -2.72 1.98
N -0.49 -1.73 1.71
H -5.54 4.19 -0.10
H -3.98 4.83 -0.63
H -4.29 3.08 -0.66
H -4.14 4.77 1.89
H -4.43 3.03 1.81
H -1.88 4.39 1.58
H -4.27 0.19 2.65
H -4.68 -0.59 1.13
H -4.46 -1.57 2.59
H -3.26 -3.18 2.97
H -1.62 -4.97 3.49
H 0.76 -4.65 2.80
H 1.40 -2.54 1.68
C 4.00 0.74 -1.17
As 2.27 -0.19 -1.02
C 2.97 -2.01 -1.03
C 1.70 0.10 -2.86
C 2.37 -0.43 -3.96
C 1.88 -0.23 -5.24
C 0.73 0.51 -5.44
C 0.07 1.07 -4.36
C 0.56 0.87 -3.07
As -0.23 1.67 -1.48
C -1.73 2.71 -2.17
C 1.03 3.15 -1.28
H 4.61 0.24 -1.92
H 4.51 0.73 -0.21
H 3.84 1.77 -1.48
H 3.50 -2.21 -1.96
H 2.15 -2.72 -0.92
H 3.66 -2.12 -0.19
H 3.26 -1.03 -3.82
H 2.41 -0.66 -6.09
H 0.34 0.65 -6.44
H -0.83 1.65 -4.52
H -1.39 3.34 -2.99
H -2.07 3.36 -1.36
H -2.57 2.09 -2.49
H 1.32 3.53 -2.26
H 1.91 2.80 -0.74
H 0.58 3.95 -0.70
O 1.45 -0.29 3.38
B 1.49 0.09 2.04
O 2.78 0.56 1.75
C 3.50 0.49 2.92
C 4.81 0.83 3.16
C 5.29 0.62 4.45
C 4.48 0.08 5.44
C 3.15 -0.26 5.19
C 2.69 -0.04 3.91
H 5.44 1.26 2.39
H 6.31 0.88 4.68
H 4.88 -0.08 6.43
H 2.51 -0.67 5.96
C -1.64 -3.32 -0.97
C -1.10 -2.10 -1.72
C -0.37 -2.59 -2.98
C -2.28 -1.21 -2.15
O -0.20 -1.36 -0.92
H -2.15 -3.99 -1.66
H -2.34 -3.03 -0.19
H -0.81 -3.87 -0.51
H -1.03 -3.22 -3.57
H 0.51 -3.17 -2.69
H -0.05 -1.75 -3.59
H -3.03 -1.79 -2.68
H -1.92 -0.42 -2.82
H -2.75 -0.74 -1.28
```

Output
- total charge = +1
- lowest unoccupied orbital energy (spin up / spin down) (eV) = -3.20 / -3.87
- frontier orbital gap (spin up / spin down) (Ha) = 0.2545 / 0.2554
- spin multiplicity = 3
- <S²> = 2.032

Most stable to least stable, the ends of the list are b) and a).

a) This record from the OMol25 dataset describes 12 unconnected molecules or ions with the total composition C19H62O12. The level of theory is ωB97M-V/def2-TZVPD.

XYZ file:
```
93
C19H62O12, DFT ωB97M-V/def2-TZVPD
C -1.02 0.66 -1.24
C -0.36 1.10 0.07
O 1.06 0.86 -0.06
H -2.08 0.51 -0.99
H -0.62 -0.28 -1.60
H -0.98 1.35 -2.08
H -0.75 0.45 0.85
H -0.54 2.15 0.27
H 1.40 1.38 0.70
C 3.03 -3.35 -1.25
C 2.77 -2.16 -0.34
O 1.38 -1.94 -0.24
H 4.03 -3.76 -1.17
H 2.78 -3.17 -2.30
H 2.30 -4.12 -0.98
H 3.33 -1.32 -0.74
H 3.12 -2.47 0.65
H 1.19 -1.02 0.05
C -2.00 3.61 3.51
C -3.53 3.51 3.52
O -4.06 4.49 4.40
H -1.72 3.15 4.46
H -1.67 4.64 3.46
H -1.47 3.00 2.77
H -3.94 2.51 3.64
H -3.95 3.76 2.53
H -4.04 5.34 3.95
C 1.35 4.92 2.17
C 1.59 3.68 3.03
O 1.77 2.59 2.14
H 2.29 5.38 1.85
H 0.89 5.70 2.78
H 0.72 4.61 1.34
H 0.78 3.53 3.76
H 2.48 3.75 3.67
H 2.06 1.82 2.64
C -0.95 -5.25 2.02
C -0.04 -4.13 1.59
O -0.73 -2.97 1.19
H -1.66 -4.99 2.81
H -0.29 -6.08 2.27
H -1.60 -5.62 1.22
H 0.69 -4.37 0.82
H 0.57 -3.91 2.49
H -0.20 -2.45 0.55
C 2.37 -0.98 3.09
C 2.06 -1.29 4.54
O 1.08 -0.37 5.01
H 1.51 -1.02 2.42
H 2.96 -1.84 2.73
H 2.85 -0.01 2.98
H 2.97 -1.30 5.15
H 1.64 -2.30 4.60
H 0.43 -0.84 5.54
C -0.34 -3.70 -2.98
C 0.41 -4.36 -4.13
O 0.01 -5.70 -4.38
H -1.40 -3.86 -3.18
H -0.04 -2.68 -2.75
H -0.08 -4.33 -2.12
H 1.49 -4.32 -3.90
H 0.29 -3.83 -5.09
H 0.69 -6.11 -4.91
C -2.85 -1.03 -4.33
O -3.89 -0.52 -5.16
H -3.32 -1.78 -3.69
H -2.15 -1.54 -5.00
H -2.39 -0.20 -3.79
H -4.32 0.24 -4.78
C -2.74 -0.63 2.82
O -2.10 -1.76 3.36
H -2.80 -0.74 1.73
H -3.77 -0.54 3.19
H -2.19 0.29 3.06
H -1.62 -2.24 2.67
C 1.51 -0.06 -3.57
O 1.48 1.33 -3.76
H 0.51 -0.51 -3.71
H 2.18 -0.64 -4.20
H 1.69 -0.31 -2.53
H 1.04 1.59 -4.57
C 3.81 3.99 -0.47
O 5.00 3.42 -1.01
H 2.90 3.47 -0.76
H 3.91 3.97 0.62
H 3.68 4.99 -0.87
H 4.94 2.47 -0.90
C -3.24 3.50 -4.24
O -4.09 2.58 -4.91
H -2.44 2.93 -3.78
H -2.80 4.15 -5.02
H -3.68 4.29 -3.62
H -4.58 3.03 -5.61
```

Output
- lowest unoccupied orbital energy (eV) = 0.42
- frontier orbital gap (Ha) = 0.3759

b) This record from the OMol25 dataset describes 12 unconnected molecules or ions with the total composition C19H62O12. The level of theory is ωB97M-V/def2-TZVPD.

XYZ file:
```
93
C19H62O12, DFT ωB97M-V/def2-TZVPD
C -0.30 3.65 2.33
C -1.78 3.78 2.09
O -2.47 4.41 3.16
H -0.19 3.00 3.19
H 0.15 4.63 2.51
H 0.18 3.30 1.42
H -2.29 2.82 2.02
H -2.03 4.26 1.14
H -2.68 3.72 3.79
C 3.22 0.56 -2.84
C 3.23 0.43 -4.38
O 4.45 0.96 -4.93
H 4.16 0.24 -2.39
H 2.35 0.05 -2.42
H 3.04 1.61 -2.60
H 2.38 0.91 -4.86
H 3.16 -0.62 -4.66
H 4.67 0.47 -5.73
C 3.77 -0.77 0.61
C 4.91 -0.94 1.53
O 6.08 -0.20 1.11
H 2.87 -1.21 1.04
H 3.92 -1.33 -0.32
H 3.51 0.25 0.34
H 5.15 -1.99 1.64
H 4.61 -0.48 2.48
H 6.31 -0.47 0.22
C -4.48 -2.79 -0.40
C -3.02 -2.60 -0.01
O -2.67 -3.18 1.19
H -5.00 -1.93 0.02
H -4.93 -3.74 -0.10
H -4.56 -2.68 -1.48
H -2.72 -1.55 0.01
H -2.36 -2.94 -0.82
H -2.17 -2.48 1.61
C 0.39 -1.78 -3.36
C -0.87 -1.87 -4.28
O -1.05 -0.61 -4.90
H 1.12 -1.08 -3.77
H 0.73 -2.81 -3.24
H 0.11 -1.26 -2.45
H -1.63 -2.27 -3.61
H -0.69 -2.58 -5.10
H -1.37 -0.70 -5.80
C -4.81 2.37 0.26
C -4.15 1.08 -0.30
O -4.59 1.01 -1.59
H -5.89 2.31 0.42
H -4.50 3.32 -0.18
H -4.49 2.37 1.31
H -4.42 0.20 0.28
H -3.06 1.09 -0.22
H -3.82 0.93 -2.16
C -0.88 2.98 -2.05
C -1.64 2.29 -3.11
O -1.89 1.03 -2.58
H -1.51 3.06 -1.17
H -0.51 3.96 -2.37
H 0.02 2.42 -1.78
H -1.15 2.10 -4.06
H -2.58 2.81 -3.32
H -1.83 0.53 -3.40
C 3.06 2.10 2.80
O 3.99 2.24 3.89
H 2.84 1.03 2.79
H 2.09 2.58 2.96
H 3.59 2.44 1.91
H 4.81 1.89 3.53
C 0.39 0.33 0.77
O -0.25 -0.84 1.26
H -0.33 1.00 0.29
H 0.84 0.85 1.62
H 1.13 0.06 0.03
H -0.64 -0.54 2.08
C 1.13 -3.56 -0.36
O 0.76 -4.24 0.81
H 0.41 -2.77 -0.60
H 2.09 -3.11 -0.11
H 1.16 -4.30 -1.16
H -0.02 -4.74 0.55
C 2.28 -2.60 3.45
O 2.43 -3.84 2.93
H 3.11 -1.89 3.38
H 1.47 -2.17 2.86
H 1.96 -2.66 4.49
H 1.80 -3.88 2.20
C -2.63 -0.35 4.06
O -1.31 0.05 3.66
H -2.85 -1.38 4.36
H -2.90 0.24 4.94
H -3.31 0.05 3.31
H -0.61 -0.02 4.32
```

Output
- lowest unoccupied orbital energy (eV) = 0.20
- frontier orbital gap (Ha) = 0.3655

Most stable to least stable, the ends of the list are a) and b).